# 1
DFT (ωB97M-V/def2-TZVPD) results for C6H4Cl2 in the gas phase at a distorted geometry.

## Properties
SMILES ... C=C1C=C(Cl)C(Cl)=C1
Orbital gap ... 8.7 eV
E_tot ... -31329.653 eV
HOMO level ... -9.0 eV
Relative energy (zero: lowest compared OMol25 entry of this formula, charge and spin) ... 215.2 kJ/mol
E_LUMO ... -0.262 eV
Total charge ... 0

Last column: natural (NBO) charge in e.
Atoms and positions in Å:
1 C 0.10922 0.76407 0.09512  -0.084
2 C -1.20270 1.12584 -0.02123  -0.222
3 C -2.05074 -0.10224 -0.12592  -0.047
4 C -3.34050 -0.03646 0.15335  -0.301
5 C -0.99314 -1.25643 -0.18327  -0.227
6 C 0.19230 -0.72301 -0.15288  -0.067
7 H -1.59116 2.11561 -0.11877  0.226
8 H -3.91701 -0.87819 0.10602  0.192
9 H -3.91164 0.89736 0.45740  0.212
10 H -1.31879 -2.24387 -0.26206  0.227
11 Cl 1.54916 1.67698 -0.01954  0.052
12 Cl 1.65389 -1.59002 0.09168  0.040

=====

# 2
DFT (ωB97M-V/def2-TZVPD) results for a molecular structure, C6H4Cl2F12MgO12S4 at a distorted geometry.

## Properties
Orbital gap ... 8.1 eV
E_tot ... -137305.985 eV
HOMO level ... -4.4 eV
Relative energy (zero: lowest compared OMol25 entry of this formula, charge and spin) ... 0.0 kJ/mol
E_LUMO ... 3.672 eV
Total charge ... -2

Last column: natural (NBO) charge in e.
Atoms and positions in Å:
1 Mg -0.00876 -0.45567 -0.15499  1.800
2 C 2.03104 1.62458 3.24476  0.676
3 F 2.24172 2.81327 2.67209  -0.326
4 F 2.85215 1.53364 4.30627  -0.336
5 F 0.77491 1.61241 3.71666  -0.333
6 S 2.34269 0.27014 2.03876  2.383
7 O 3.46169 0.75988 1.29973  -0.952
8 O 2.55297 -0.90767 2.81014  -0.945
9 O 1.05186 0.29136 1.32729  -1.125
10 C -2.25485 -1.90885 2.93805  0.680
11 F -1.59344 -0.83863 3.37296  -0.315
12 F -2.49111 -2.71998 3.98037  -0.332
13 F -3.44313 -1.49428 2.46887  -0.337
14 S -1.31401 -2.84132 1.67065  2.382
15 O -1.04238 -1.75650 0.70390  -1.146
16 O -0.14727 -3.32019 2.33895  -0.917
17 O -2.26914 -3.80870 1.20538  -0.967
18 C 0.34202 2.03569 -3.61154  0.677
19 F -0.95145 2.14593 -3.24062  -0.349
20 F 0.40541 1.06316 -4.51971  -0.322
21 F 0.67034 3.18658 -4.19804  -0.329
22 S 1.42600 1.70975 -2.15447  2.398
23 O 1.37950 2.96289 -1.45422  -0.968
24 O 0.65645 0.64611 -1.49440  -1.133
25 O 2.66238 1.29125 -2.70497  -0.926
26 C 1.58762 -3.70880 -2.43735  0.676
27 F 0.33637 -4.12071 -2.18207  -0.332
28 F 2.31481 -4.78058 -2.79315  -0.337
29 F 1.53254 -2.89134 -3.49150  -0.329
30 S 2.32306 -2.84351 -0.98554  2.387
31 O 3.53863 -2.30588 -1.52131  -0.959
32 O 1.28469 -1.83184 -0.74894  -1.120
33 O 2.42209 -3.83507 0.03907  -0.950
34 Cl -4.28463 4.57584 -0.49888  -0.080
35 C -2.90901 3.45286 -0.64513  -0.390
36 C -3.27369 2.16014 0.04506  -0.357
37 Cl -2.05110 0.92058 -0.31562  -0.075
38 H -2.03772 3.92558 -0.19623  0.237
39 H -2.60933 3.28828 -1.67955  0.240
40 H -4.23046 1.76005 -0.26886  0.224
41 H -3.27946 2.33953 1.11816  0.228

=====

# 3
DFT (ωB97M-V/def2-TZVPD) results for a molecular structure, C6H4Cl2LaN2O3Ru at a distorted geometry.

## Properties
Orbital gap (alpha / beta) ... 6.1 / 5.6 eV
E_tot ... -43844.381 eV
HOMO level (alpha / beta) ... -21.2 / -22.6 eV
Spin multiplicity ... 6
<S²> ... 8.788
Relative energy (zero: lowest compared OMol25 entry of this formula, charge and spin) ... 0.0 kJ/mol
E_LUMO (alpha / beta) ... -15.008 / -17.009 eV
Total charge ... +4

Last column: Mulliken charge in e.
Atoms and positions in Å:
1 La 0.50011 -1.50413 -5.08265  1.779
2 Ru -0.53215 1.94313 1.33003  0.874
3 Cl 1.54377 -3.43128 -3.78219  -0.266
4 Cl -2.01611 2.81440 -0.18469  -0.025
5 C 0.33040 3.39479 1.96187  0.493
6 C 1.19795 -2.52141 -6.96204  0.174
7 C 0.05300 -0.15204 -7.09748  0.102
8 O 0.94388 4.37118 2.27291  -0.060
9 O 1.53806 -3.00285 -7.95916  0.138
10 O -0.17095 0.46253 -8.06279  0.072
11 N -1.25930 0.53256 3.47747  0.039
12 C -1.15771 -0.50687 4.32262  0.053
13 C 0.11769 -1.02109 4.17813  -0.430
14 C 0.75315 -0.26974 3.20424  -0.362
15 N -0.07578 0.75250 2.80903  -0.256
16 H -2.03833 1.10257 3.20593  0.272
17 H -2.00996 -0.74175 4.94406  0.491
18 H 0.55768 -1.85920 4.72141  0.437
19 H 1.72462 -0.36330 2.70331  0.476

=====

# 4
DFT (ωB97M-V/def2-TZVPD) results for a gas-phase ion, C6H4ClO3S (charge -1) at a distorted geometry.

## Properties
Orbital gap ... 4.6 eV
E_tot ... -35785.724 eV
HOMO level ... -1.4 eV
Relative energy (zero: lowest compared OMol25 entry of this formula, charge and spin) ... 326.8 kJ/mol
E_LUMO ... 3.166 eV
Total charge ... -1

Last column: natural (NBO) charge in e.
Atoms and positions in Å:
1 C -0.82979 -1.15838 -2.27695  -0.227
2 C -0.42886 -1.00659 -0.89259  -0.445
3 C -0.74822 -0.05644 -3.01276  -0.544
4 C -0.05509 0.27605 -0.61483  -0.281
5 C 0.27620 0.67083 0.65455  0.323
6 C 0.76796 0.03780 2.99952  0.736
7 O 0.18029 -0.18340 1.83412  -0.481
8 O 0.80309 1.92971 0.98425  -0.753
9 O 1.55516 0.90425 3.36084  -0.644
10 S -0.15050 1.23850 -2.00724  0.321
11 Cl 0.06516 -1.15067 4.12321  -0.112
12 H -1.28711 -2.04654 -2.74438  0.194
13 H -0.37733 -1.69593 -0.09091  0.209
14 H -1.17676 0.28359 -4.02383  0.215
15 H 1.40580 1.95721 1.70700  0.490

=====

# 5
DFT (ωB97M-V/def2-TZVPD) results for a gas-phase ion, C6H4F3O3S (charge -1) at a distorted geometry.

## Properties
SMILES ... CC1=CC([O-])=S(=O)=C(C(F)(F)F)O1
Orbital gap ... 7.0 eV
E_tot ... -31414.465 eV
HOMO level ... -3.6 eV
Relative energy (zero: lowest compared OMol25 entry of this formula, charge and spin) ... 237.4 kJ/mol
E_LUMO ... 3.417 eV
Total charge ... -1

Last column: natural (NBO) charge in e.
Atoms and positions in Å:
1 C 1.20234 -1.37100 0.24664  -0.592
2 C 0.33207 -2.37597 0.56952  0.619
3 C 1.03183 -0.01843 0.05081  0.506
4 C -1.18942 0.66054 0.93169  -0.360
5 C 2.14573 0.78041 -0.48416  -0.657
6 C -2.18360 1.35582 0.03381  0.907
7 O -1.78189 -1.51849 -0.69646  -1.053
8 O 0.29694 -3.53780 0.70620  -0.539
9 O 0.10905 0.85227 0.40486  -0.461
10 F -2.35214 2.65050 0.42836  -0.368
11 F -1.98496 1.54473 -1.32236  -0.356
12 F -3.38578 0.79202 0.25400  -0.335
13 S -1.56468 -1.17423 0.76123  0.826
14 H 2.18725 -1.59210 -0.15718  0.194
15 H 2.07663 1.82485 -0.04416  0.232
16 H 2.95703 0.24730 -0.12363  0.208
17 H 2.10360 0.87958 -1.55915  0.228